A structure of composition C15H15NO3Sm at a distorted geometry, computed with ωB97M-V/def2-TZVPD.

CARTESIAN COORDINATES (ANGSTROEM)
C: -0.003 -1.455 -3.605
C: -1.342 -1.591 -3.101
C: -1.282 -2.298 -1.849
C: 0.114 -2.604 -1.582
C: 0.899 -2.065 -2.667
Sm: -0.148 -0.179 -1.278
C: -1.071 1.639 -2.645
C: 0.342 1.791 -3.073
C: 0.699 2.350 -4.291
N: 1.325 1.297 -2.226
H: -2.116 -2.436 -1.142
H: -2.249 -1.180 -3.564
H: 0.514 -3.005 -0.636
H: 1.994 -2.096 -2.748
H: 0.285 -0.958 -4.539
H: -1.856 1.512 -3.402
H: 2.332 1.376 -2.442
H: -1.355 2.147 -1.696
H: -0.099 2.750 -4.901
H: 1.750 2.400 -4.548
O: 1.045 2.143 2.729
C: 0.550 1.107 3.463
C: 0.670 1.289 4.847
C: 0.205 0.339 5.758
C: -0.396 -0.835 5.293
C: -0.521 -1.042 3.920
C: -0.061 -0.109 2.989
C: -0.248 -0.431 1.585
O: -0.906 -1.436 1.186
O: 0.330 0.434 0.784
H: 0.914 1.973 1.774
H: 1.132 2.203 5.221
H: 0.307 0.510 6.834
H: -0.765 -1.586 5.994
H: -0.991 -1.956 3.558

The spin multiplicity is 6. Its total charge is -1. As for the gap between HOMO and LUMO (alpha / beta): 0.201 / 0.201 Eh. Its LUMO energy (alpha / beta) is 0.10034 / 0.10038 Ha. For the highest occupied orbital energy (alpha / beta), the calculation gives -0.101 / -0.101 hartree.

***

A structure of composition C15H16AsBiF6N2O2PS, computed with ωB97M-V/def2-TZVPD.

CARTESIAN COORDINATES (ANGSTROEM)
Bi: 0.042 -1.965 -2.082
O: 0.585 0.346 0.283
C: -0.538 0.332 -0.156
O: -0.889 -0.243 -1.299
C: -1.687 0.971 0.598
P: -3.095 1.526 -0.408
C: -4.556 1.632 0.574
C: -5.285 2.824 0.686
C: -6.422 2.847 1.472
C: -6.841 1.694 2.127
C: -6.125 0.507 2.008
C: -4.988 0.467 1.228
C: -2.708 2.950 -1.359
C: -1.421 3.507 -1.340
C: -1.145 4.609 -2.126
C: -2.135 5.146 -2.943
C: -3.406 4.582 -2.985
C: -3.696 3.480 -2.205
H: -1.316 1.789 1.218
H: -2.073 0.207 1.281
H: -4.948 3.725 0.192
H: -6.980 3.766 1.581
H: -7.734 1.721 2.738
H: -6.463 -0.385 2.518
H: -4.443 -0.464 1.117
H: -0.646 3.104 -0.700
H: -0.162 5.057 -2.101
H: -1.912 6.009 -3.556
H: -4.165 5.000 -3.632
H: -4.679 3.027 -2.251
F: 0.516 -2.531 -0.097
As: -0.801 -3.992 0.428
F: -1.843 -2.925 -0.522
F: 0.526 -4.720 1.167
F: -1.960 -5.163 0.686
F: -1.114 -3.001 1.767
F: -0.263 -4.561 -1.133
N: 3.069 -1.085 0.237
C: 3.327 -1.717 -0.878
N: 4.270 -2.634 -0.971
S: 2.499 -1.288 -2.377
H: 3.550 -1.313 1.097
H: 2.318 -0.398 0.265
H: 4.874 -2.861 -0.193
H: 4.446 -3.093 -1.850

The spin multiplicity is 2. Its total charge is +2. As for the gap between HOMO and LUMO (alpha / beta): 0.260 / 0.252 Eh. Its LUMO energy (alpha / beta) is -0.26071 / -0.30102 Ha. For the highest occupied orbital energy (alpha / beta), the calculation gives -0.521 / -0.553 hartree. As for the relative energy (zero: lowest compared OMol25 entry of this formula, charge and spin): 0.004 eV.

***

An isolated molecule of C15H16BrNO5, computed with ωB97M-V/def2-TZVPD.

CARTESIAN COORDINATES (ANGSTROEM)
C: -0.109 -2.226 3.457
C: 0.272 -2.957 2.181
H: 1.358 -2.976 2.052
H: -0.115 -3.981 2.173
O: -0.265 -2.253 1.056
C: -1.043 -2.909 0.205
O: -1.318 -4.076 0.261
C: -1.563 -1.971 -0.884
N: -0.809 -0.752 -0.967
C: -1.289 0.449 -0.530
O: -2.410 0.632 -0.120
C: -0.140 1.498 -0.665
C: 0.988 0.638 -1.190
C: 2.282 0.979 -1.498
C: 3.113 -0.037 -1.960
C: 2.671 -1.341 -2.106
C: 1.361 -1.677 -1.792
C: 0.528 -0.673 -1.336
H: 1.019 -2.693 -1.900
H: 3.349 -2.099 -2.465
Br: 4.913 0.379 -2.398
H: 2.640 1.989 -1.383
O: -0.495 2.482 -1.618
C: -0.774 3.751 -1.048
C: -1.619 3.597 0.212
H: -2.530 3.052 -0.042
C: -0.792 2.788 1.219
H: -0.241 3.439 1.900
H: -1.432 2.115 1.801
O: 0.229 2.034 0.567
H: -1.883 4.570 0.619
H: 0.168 4.265 -0.809
H: -1.300 4.302 -1.830
H: -2.593 -1.695 -0.629
H: -1.569 -2.503 -1.840
H: 0.246 -1.199 3.417
H: 0.341 -2.726 4.310
H: -1.189 -2.218 3.581

The spin multiplicity is 1. As for the gap between HOMO and LUMO: 0.337 Eh. Its LUMO energy is 0.02444 Ha. As for the SMILES: CCOC(=O)CN1C(=O)C2(OCCCO2)c2cc(Br)ccc21. For the highest occupied orbital energy, the calculation gives -0.313 hartree. As for the relative energy (zero: lowest compared OMol25 entry of this formula, charge and spin): 0.109 eV.